Entry from the OMol25 dataset: 6 unconnected molecules or ions with the total composition C24H40O10 in a non-equilibrium geometry (the ωB97M-V functional and the def2-TZVPD basis).

```
! RIJCOSX wB97M-V def2-TZVPD def2/J DEFGRID3
* xyz 0 1
O -15.69820 29.35109 3.00228
C -15.19229 30.23137 3.55002
C -14.24162 30.23937 4.70928
C -13.58772 31.59737 4.55016
C -14.76861 32.39206 4.03773
O -15.51801 31.50270 3.20494
H -14.81671 30.17044 5.63265
H -13.49500 29.44535 4.72337
H -13.36971 31.87131 5.58241
H -12.64792 31.57406 3.99851
H -15.38702 32.80276 4.83585
H -14.45977 33.31107 3.53959
O -18.19544 20.26653 7.12377
C -17.05263 19.84574 7.20758
C -15.87083 20.63398 7.72150
C -14.78415 19.64634 8.02713
C -15.38862 18.32398 7.39121
O -16.77128 18.52612 7.13582
H -15.55996 21.36187 6.97208
H -16.27789 21.22683 8.54060
H -13.82072 19.94437 7.61352
H -14.63267 19.59337 9.10525
H -14.73919 18.18137 6.52749
H -15.38101 17.52446 8.13203
O -14.29242 20.67135 2.86668
C -15.26871 21.37686 2.62382
C -16.50488 21.06697 1.83347
C -17.24488 22.41664 1.87687
C -16.49679 23.21030 2.97277
O -15.21373 22.60312 3.07987
H -16.15758 20.90602 0.81289
H -17.05285 20.21447 2.23481
H -17.39622 22.91786 0.92085
H -18.29217 22.37342 2.17589
H -16.30553 24.22453 2.62228
H -17.08804 23.18073 3.88800
O -19.96470 20.67568 -2.62448
C -19.16136 20.60926 -3.57981
C -18.19140 19.46741 -3.90493
C -17.09556 20.13781 -4.77584
C -17.95676 21.38694 -5.21239
O -18.92627 21.70978 -4.24337
H -17.78729 19.19126 -2.93100
H -18.64874 18.54358 -4.25917
H -16.25821 20.37269 -4.11873
H -16.74817 19.56118 -5.63312
H -17.19932 22.16887 -5.26692
H -18.42911 21.32936 -6.19303
C -22.37389 26.70624 1.71850
C -22.32507 28.17805 1.45306
C -22.70640 28.76091 2.79538
O -21.83691 28.02638 3.66775
C -21.64951 26.68836 3.12004
H -21.82247 26.15682 0.95550
H -23.37181 26.28455 1.83861
H -23.08121 28.16837 0.66803
H -21.39242 28.52576 1.00881
H -23.76938 28.60256 2.97731
H -22.50366 29.82889 2.71525
H -22.16191 25.84787 3.58816
H -20.61970 26.34006 3.19922
C -14.72647 13.82267 2.05853
C -13.77650 15.07738 1.88612
C -13.95723 15.55088 0.49769
O -15.31462 15.13548 0.16264
C -15.91330 14.40128 1.26968
H -14.92933 13.59648 3.10533
H -14.52786 12.91834 1.48335
H -12.73986 14.98599 2.21033
H -14.14454 15.77253 2.64071
H -13.38941 14.96171 -0.22241
H -13.91836 16.61873 0.28253
H -16.67814 13.76124 0.82982
H -16.44928 15.09130 1.92136
*
```

The LUMO energy is 0.4 eV. As for the total energy: -1690.77414 a.u. The value obtained for the highest occupied orbital energy is -9.27 eV. Its SMILES is O=C1CCCO1.O=C1CCCO1.O=C1CCCO1.O=C1CCCO1.C1CCOC1.C1CCOC1. The calculation puts the maximum force at 5.61 eV Å⁻¹.